Computed, not measured: a structure of composition C49H56N4O3ReS2Se, with ωB97M-V/def2-TZVPD.

Element x y z (Å)
Re: 0.17419 -0.75486 -1.16658
C: 1.60039 3.94734 5.01432
C: 2.44969 3.99294 3.73862
C: 2.04389 5.20294 2.87942
C: 3.91719 4.15864 4.13442
C: 2.21039 2.75414 2.90602
C: 0.93639 2.44834 2.43682
C: 0.74819 1.41214 1.54442
Se: -0.99161 1.33354 0.70382
C: -2.05621 -0.06096 1.51642
C: -3.16371 0.27984 2.25622
C: -4.07511 -0.70386 2.64512
C: -3.77121 -2.02136 2.31602
C: -2.67051 -2.41106 1.56622
C: -1.80481 -1.39286 1.09282
O: -0.88241 -1.57716 0.19752
C: -2.53981 -3.88076 1.18892
C: -1.24151 -4.21356 0.44852
C: -3.72441 -4.24436 0.27582
C: -2.58141 -4.74056 2.46222
C: -5.37991 -0.30076 3.30382
C: -5.09581 0.40564 4.63662
C: -6.11011 0.65864 2.34692
C: -6.31001 -1.48576 3.57542
C: 1.82259 0.64594 1.02892
O: 1.67799 -0.16496 0.02232
C: 3.10809 0.87594 1.61092
C: 3.25309 1.91974 2.50322
C: 4.29309 0.00354 1.22742
C: 3.92439 -1.46846 1.47142
C: 5.54069 0.31444 2.05872
C: 4.64659 0.24344 -0.24678
H: 1.77039 4.84904 5.59642
H: 1.87899 3.08964 5.62222
H: 0.53789 3.88454 4.79472
H: 2.24879 6.11634 3.42942
H: 0.98729 5.18624 2.62512
H: 2.61899 5.21954 1.95572
H: 4.03049 5.08044 4.69592
H: 4.55769 4.22614 3.25922
H: 4.25219 3.33964 4.76572
H: 0.07809 3.03674 2.72902
H: -3.32631 1.32104 2.49802
H: -4.45901 -2.78846 2.61852
H: -1.23111 -3.75866 -0.54038
H: -1.16201 -5.29116 0.32352
H: -0.37491 -3.87576 1.01272
H: -3.72511 -3.61976 -0.61598
H: -4.67451 -4.11006 0.78352
H: -3.64881 -5.28506 -0.02778
H: -1.76201 -4.47216 3.12422
H: -2.48171 -5.79146 2.20212
H: -3.51431 -4.62096 3.00292
H: -4.50441 1.30684 4.50132
H: -4.56151 -0.25966 5.31082
H: -6.03551 0.68384 5.10692
H: -5.54181 1.56614 2.16162
H: -7.06641 0.93854 2.78002
H: -6.29511 0.16974 1.39232
H: -5.87341 -2.18476 4.28412
H: -6.56341 -2.00986 2.65682
H: -7.23541 -1.11336 4.00642
H: 4.23129 2.12564 2.89472
H: 3.69719 -1.62556 2.52472
H: 4.76059 -2.11176 1.20802
H: 3.05509 -1.76276 0.88652
H: 5.34099 0.19424 3.11962
H: 5.90359 1.32074 1.86762
H: 6.33309 -0.37726 1.78532
H: 3.80219 0.03434 -0.89648
H: 5.47869 -0.39686 -0.52838
H: 4.94469 1.27794 -0.40078
S: 6.37129 -1.88126 -4.61568
C: 7.35939 -2.94616 -3.72338
C: 6.75859 -3.37916 -2.57748
C: 5.47299 -2.85026 -2.41068
C: 5.09559 -2.00566 -3.43298
C: 3.88239 -1.24516 -3.57348
C: 2.83789 -1.39336 -2.63588
N: 1.73029 -0.67086 -2.65218
C: 1.59479 0.25084 -3.63988
C: 2.54019 0.44054 -4.66788
C: 2.22129 1.40734 -5.67688
C: 1.06539 2.11814 -5.64888
C: 0.10209 1.95254 -4.60338
C: -1.11921 2.62324 -4.50828
C: -1.99611 2.31324 -3.46218
C: -1.58441 1.35104 -2.52168
N: -0.41581 0.74604 -2.55868
C: 0.40999 1.01314 -3.59588
C: -3.28351 2.93624 -3.30308
C: -3.90141 3.86284 -4.11038
C: -5.14731 4.28404 -3.62108
C: -5.48261 3.68054 -2.44668
S: -4.28531 2.58204 -1.91588
C: 3.70309 -0.32686 -4.61378
H: 8.33629 -3.19436 -4.09238
H: 7.22619 -4.05206 -1.88168
H: 4.85749 -3.07996 -1.56068
H: 2.92509 -2.12616 -1.84438
H: 2.92869 1.55074 -6.47898
H: 0.84519 2.82714 -6.43358
H: -1.38291 3.36334 -5.24478
H: -2.26311 1.06094 -1.72788
H: -3.48271 4.22984 -5.02858
H: -5.77101 5.00654 -4.11198
H: -6.36621 3.81554 -1.85498
H: 4.47029 -0.20376 -5.36308
N: -2.64751 -2.89436 -3.93108
C: -1.52181 -2.69796 -3.22898
N: -0.54311 -3.61056 -3.34208
O: -1.41721 -1.68736 -2.51118
H: -2.79391 -3.69966 -4.51358
H: -3.38211 -2.20866 -3.87678
H: -0.66301 -4.45496 -3.87258
H: 0.29569 -3.49566 -2.79678

Forces on the atoms, in the same order (eV/Å):
Re -1.3710 2.1214 2.5043
C 0.1322 -0.0013 -0.1253
C -0.1266 0.2354 0.0955
C 0.1178 -0.0996 0.1703
C -0.2546 -0.0352 -0.0531
C 0.0593 -0.3094 -0.1882
C 0.0934 0.0239 0.1803
C -0.0450 -0.2723 -0.4820
Se 0.7927 -1.0949 -0.5676
C 0.4653 -0.3387 -0.4518
C 0.0764 0.0428 0.0998
C 0.1149 -0.3016 -0.1735
C -0.0918 0.5841 0.2232
C 0.9383 0.4210 -0.6302
C -2.6709 0.7232 1.6501
O 2.9547 -0.5693 -2.3258
C -0.0960 -0.2224 -0.1493
C -0.0864 -0.0560 0.0488
C 0.2095 -0.0174 0.1573
C 0.0239 0.1360 -0.1602
C -0.1672 0.1857 0.1306
C -0.0624 -0.1301 -0.1500
C 0.0252 -0.1547 0.1624
C 0.2044 0.1812 -0.0680
C -0.0789 2.1553 1.8618
O -1.1765 -2.1163 -2.5186
C -0.5416 -0.4796 -0.5029
C -0.3851 0.2315 0.1617
C 0.0765 -0.1246 -0.1656
C -0.0255 0.1285 -0.0560
C -0.2307 -0.0395 -0.1421
C -0.0125 -0.0594 0.1206
H -0.0165 0.1069 0.1002
H -0.0106 -0.0855 0.1019
H -0.1344 -0.0112 -0.0169
H -0.0135 0.1960 0.0378
H -0.1310 0.0013 -0.0143
H 0.0545 0.0459 -0.1030
H 0.0284 0.1200 0.0995
H 0.1476 0.0104 -0.0933
H 0.1076 -0.1023 0.0747
H 0.0151 0.0941 0.0792
H -0.0801 0.0222 0.0611
H -0.1416 -0.1639 0.0760
H 0.0695 -0.0469 -0.0280
H -0.0602 -0.1316 0.0245
H 0.1219 -0.0060 -0.0250
H -0.0035 0.0794 -0.1326
H -0.1416 0.0121 0.0478
H -0.0142 -0.1662 -0.0613
H 0.0840 0.0026 0.1219
H 0.0005 -0.1130 -0.0366
H -0.1023 -0.0031 0.1072
H 0.0864 0.1291 -0.0056
H 0.0659 -0.0406 0.1021
H -0.0825 0.0790 0.0804
H 0.0675 0.1294 0.0046
H -0.1345 0.0938 0.0181
H -0.0509 -0.0398 -0.1202
H 0.0455 -0.1395 0.0673
H -0.0398 -0.1257 -0.0916
H -0.0922 0.0157 0.0594
H 0.1411 -0.0552 0.0310
H -0.0156 -0.0579 0.0644
H 0.1366 -0.0930 -0.0344
H 0.0015 -0.0832 0.0079
H 0.0508 0.0220 0.1731
H 0.0869 0.1285 0.0513
H 0.0840 -0.0861 -0.0363
H -0.0267 0.0151 -0.0234
H 0.1528 -0.0877 -0.1129
H 0.0588 0.1287 -0.0361
S -0.2827 -0.2066 0.5174
C -0.1521 0.1007 0.0017
C 0.4003 -0.1064 -0.2127
C -0.3906 0.4266 -0.3752
C 0.8871 -0.4542 -0.0886
C -0.5277 0.5446 -0.3706
C 0.3664 -0.2430 -0.0055
N -0.1325 -0.4310 -0.2826
C 0.2409 0.1007 -0.4379
C -0.6855 -0.0382 0.6390
C -0.1782 0.1992 -0.0725
C 0.2954 -0.0640 -0.1691
C 0.2100 -0.6324 0.6420
C -0.2757 -0.2953 0.6077
C 0.8085 -0.1228 -0.4803
C -0.4504 0.0502 0.0248
N 0.3706 -0.1770 0.0936
C -0.1138 0.3881 -0.4059
C -0.9249 0.3427 0.3127
C 0.4313 -0.4290 0.2226
C -0.2866 -0.0262 0.2954
C 0.2373 -0.1577 -0.0151
S 0.1022 0.3372 -0.4850
C -0.1008 -0.3876 0.5864
H 0.1655 -0.0610 -0.0466
H 0.0902 -0.1086 0.0863
H -0.1512 -0.0139 0.2176
H -0.0002 0.0691 0.0746
H 0.0562 0.0646 -0.0975
H 0.0355 0.0562 -0.0656
H -0.0514 0.1236 -0.1287
H 0.1816 -0.0213 -0.0570
H 0.1285 0.0900 -0.2032
H -0.1433 0.1424 -0.0972
H -0.2137 0.0596 0.0818
H 0.0581 0.0622 -0.1076
N -0.0308 0.0737 0.0166
C -0.1250 -0.7151 -0.4619
N 0.1490 0.0723 0.0350
O 0.7918 1.0612 0.8938
H 0.0348 -0.0143 0.0079
H 0.0607 -0.0259 0.0806
H 0.0632 -0.0488 0.0034
H -0.1253 -0.1260 -0.0510

The multiplicity is 2. As for the highest occupied orbital energy (spin up / spin down): -12.25 / -12.20 eV. Its maximum force is 3.80 eV/Å. Its gap between HOMO and LUMO (spin up / spin down) is 4.86 / 5.09 eV. The total charge is +2.